21
Properties=species:S:1:pos:R:3:forces:R:3 method="wB97M-V/def2-TZVPD" e_tot_ha=-514.52853 total_charge=+1 de_lowest_ev=3.542 multiplicity=2 largest_force_ha_per_bohr=0.08415 molar_mass_g_mol=131.1 e_homo_ev="-14.2 / -14.2"
C -1.50990 2.37347 0.14002 -1.64 1.17 -0.22
N -0.20995 2.95283 0.02238 1.60 -3.73 -1.49
C 0.83932 1.87331 -0.28440 0.94 1.40 3.21
O -1.59295 1.18101 0.25884 -0.05 1.12 0.19
H -2.36290 3.13072 -0.00707 0.98 -1.17 0.36
H 0.01261 3.73560 -0.58566 -0.65 0.98 0.42
H 1.74154 2.44514 -0.52943 -0.27 -0.49 -0.45
H 0.47868 1.13371 -0.96965 -0.13 -0.11 -0.63
H 1.10648 1.30000 0.69604 -0.78 0.87 -1.35
H 1.37885 -3.32789 -1.71974 0.50 -1.50 -0.88
H -0.01309 -3.72621 -0.92050 0.19 -1.09 -0.43
O 0.67988 -3.11932 -1.14017 -0.76 2.62 1.34
H -2.10225 -1.22108 0.32026 -0.34 0.82 0.77
H -1.70319 -1.97510 -0.85226 0.19 -0.49 -0.38
O -2.01145 -2.11954 0.04520 0.15 -0.38 -0.42
H 3.16888 -1.59731 -1.87192 -0.70 0.77 -0.42
H 3.50123 -0.32883 -0.86342 -0.76 0.74 -0.54
O 3.65685 -1.20769 -1.16002 1.54 -1.46 0.93
H -2.34878 -0.11101 2.92577 0.02 -0.18 -0.05
H -0.98915 -0.85051 2.98361 0.18 -0.26 -0.33
O -1.72072 -0.54130 3.51212 -0.22 0.39 0.36